Record 1
ORCA calculation (wB97M-V/def2-TZVPD) on a structure of composition C22H18N4ORu.

CARTESIAN COORDINATES (ANGSTROEM)
Ru (0.787, -0.084, 0.328)
C (-3.076, -0.874, -1.409)
C (-1.876, -0.797, -0.550)
N (-0.674, -0.405, -0.995)
N (-0.482, -0.186, -2.275)
C (0.875, 0.094, -2.481)
O (1.672, 0.196, -1.494)
C (1.319, 0.206, -3.830)
C (2.703, 0.264, -4.091)
C (3.139, 0.352, -5.389)
C (2.210, 0.394, -6.433)
C (0.839, 0.349, -6.184)
C (0.386, 0.244, -4.890)
C (-1.860, -1.177, 0.859)
C (-2.987, -1.646, 1.504)
C (-2.884, -2.087, 2.822)
C (-1.650, -2.069, 3.435)
C (-0.549, -1.583, 2.731)
N (-0.645, -1.124, 1.491)
H (-2.865, -0.499, -2.404)
H (-3.883, -0.287, -0.962)
H (-3.430, -1.905, -1.484)
H (3.406, 0.229, -3.271)
H (4.198, 0.386, -5.605)
H (2.561, 0.460, -7.454)
H (0.137, 0.391, -7.004)
H (-0.673, 0.205, -4.680)
H (-3.934, -1.676, 0.982)
H (-3.755, -2.457, 3.346)
H (-1.522, -2.430, 4.447)
H (0.434, -1.565, 3.176)
C (2.658, 0.500, 1.474)
C (1.740, 1.001, 2.429)
C (0.675, 1.863, 2.013)
C (-0.375, 2.145, 2.852)
C (-0.373, 1.633, 4.155)
C (0.734, 0.908, 4.635)
C (1.763, 0.584, 3.789)
C (-1.525, 1.824, 4.989)
N (-2.479, 1.909, 5.626)
H (3.464, -0.141, 1.803)
H (2.887, 1.104, 0.595)
H (0.740, 2.373, 1.055)
H (-1.196, 2.773, 2.530)
H (0.759, 0.600, 5.673)
H (2.607, 0.005, 4.145)

Force components x, y, z for each atom (eV/Å):
Ru -0.1 -0.2 0.4
C 0.0 0.0 0.0
C 0.2 0.1 -0.1
N -0.4 -0.2 -0.2
N 0.2 0.1 0.2
C 0.0 -0.1 0.1
O -0.1 0.0 0.1
C -0.1 0.0 -0.1
C 0.0 0.1 0.0
C 0.0 0.0 0.0
C 0.0 0.0 0.0
C 0.0 0.0 -0.1
C 0.0 0.0 0.0
C 0.0 0.0 0.0
C -0.1 0.0 0.0
C 0.0 0.0 0.0
C 0.0 0.0 0.0
C 0.0 0.0 0.0
N -0.1 -0.1 -0.1
H 0.0 0.0 0.0
H 0.0 0.0 0.0
H 0.0 0.0 0.0
H 0.0 0.0 0.0
H 0.0 0.0 0.0
H 0.0 0.0 0.0
H 0.0 0.0 0.0
H 0.0 0.0 0.0
H 0.0 0.0 0.0
H 0.0 0.0 0.0
H 0.0 0.0 0.0
H 0.0 0.0 0.0
C 0.1 0.3 -0.2
C 0.0 0.0 -0.2
C 0.3 0.3 0.1
C -0.2 0.0 0.1
C -0.1 0.0 0.0
C 0.0 0.0 0.0
C -0.1 -0.2 0.0
C 0.1 0.0 0.0
N 0.1 0.0 0.0
H -0.1 -0.1 0.0
H 0.1 0.1 0.1
H 0.0 0.0 -0.1
H 0.0 0.0 0.0
H 0.0 0.0 0.0
H 0.0 0.0 0.0

Results
Total charge: +2
Expectation value of S²: 6.086
Multiplicity: 5
HOMO-LUMO gap (alpha / beta) (eV): 6.6 / 5.3

Mulliken population analysis, charges in e, atoms 1 to 6: 0.73, -1.37, 0.53, 0.41, -0.72, 0.72

Record 2
ORCA calculation (wB97M-V/def2-TZVPD) on a structure of composition C22H19B2BrCdF4N6O12S.

CARTESIAN COORDINATES (ANGSTROEM)
Cd (-1.297, 0.015, -1.225)
C (0.419, -1.971, 3.323)
C (0.185, -1.779, 1.854)
N (-0.492, -0.552, 1.463)
O (-1.635, -0.495, 2.294)
B (-2.875, -0.320, 1.516)
F (-3.901, -0.169, 2.433)
F (-2.725, 0.789, 0.667)
O (-3.254, -1.510, 0.681)
N (-2.455, -1.673, -0.406)
C (-2.392, -2.839, -0.891)
C (-3.111, -3.987, -0.256)
C (-1.320, -3.144, -1.964)
N (-0.224, -3.574, -1.096)
O (0.835, -4.176, -1.786)
B (2.011, -3.258, -1.774)
F (2.450, -2.938, -3.059)
F (3.066, -3.886, -1.064)
O (1.487, -2.066, -1.092)
N (0.290, -2.417, -0.437)
C (0.531, -2.687, 0.948)
C (1.176, -3.983, 1.364)
C (-1.715, -4.239, -2.935)
H (0.239, -1.040, 3.860)
H (1.446, -2.294, 3.505)
H (-0.259, -2.721, 3.740)
H (-3.201, -3.794, 0.811)
H (-2.566, -4.913, -0.419)
H (-4.123, -4.080, -0.663)
H (1.288, -4.650, 0.513)
H (0.586, -4.481, 2.138)
H (2.174, -3.789, 1.768)
H (-2.292, -5.018, -2.444)
H (-0.801, -4.665, -3.342)
H (-2.304, -3.821, -3.750)
Br (3.473, 6.007, -1.346)
C (1.649, 5.537, -1.093)
C (0.739, 6.522, -0.756)
N (-0.554, 6.263, -0.552)
C (-0.959, 4.999, -0.699)
C (-0.105, 3.954, -1.026)
C (1.238, 4.225, -1.220)
C (-0.617, 2.545, -1.128)
O (0.186, 1.637, -0.748)
O (-1.767, 2.336, -1.552)
H (1.064, 7.550, -0.642)
H (-2.010, 4.789, -0.539)
H (1.927, 3.420, -1.442)
O (-1.233, 2.288, 2.325)
C (-0.135, 1.900, 2.051)
N (0.346, 0.589, 1.816)
C (1.744, 0.582, 1.642)
O (2.474, -0.368, 1.570)
C (2.171, 2.014, 1.672)
C (3.416, 2.566, 1.468)
C (3.518, 3.952, 1.566)
C (2.404, 4.734, 1.872)
C (1.154, 4.152, 2.072)
C (1.073, 2.783, 1.954)
H (4.268, 1.942, 1.225)
H (4.473, 4.433, 1.391)
H (2.509, 5.810, 1.934)
H (0.272, 4.743, 2.285)
O (-1.448, -1.694, -5.072)
S (-1.672, -1.112, -3.781)
O (-0.986, 0.166, -3.539)
O (-0.814, -2.007, -2.692)
O (-3.037, -1.132, -3.293)

Force components x, y, z for each atom (eV/Å):
Cd 0.4 0.1 0.5
C 0.0 0.0 0.0
C -0.1 0.0 0.0
N 0.1 0.2 0.1
O 0.3 -0.1 0.0
B -0.1 0.0 0.1
F 0.0 0.0 0.0
F -0.2 0.0 -0.4
O 0.0 0.1 0.1
N -0.1 0.0 -0.1
C 0.2 -0.2 -0.1
C 0.0 0.0 -0.1
C 0.1 0.2 -0.3
N 0.1 -0.2 0.3
O -0.1 -0.2 -0.1
B -0.1 0.0 0.0
F 0.1 -0.1 0.1
F 0.0 0.1 -0.2
O 0.1 0.1 0.1
N 0.1 0.3 0.0
C -0.1 -0.2 0.0
C 0.0 0.0 0.0
C 0.0 0.0 -0.1
H 0.0 0.0 0.0
H 0.0 0.0 0.0
H 0.0 0.0 0.0
H 0.0 0.0 0.0
H 0.0 0.0 0.0
H 0.1 0.0 0.0
H 0.0 0.0 0.0
H 0.0 0.0 0.0
H 0.0 0.0 0.0
H 0.0 -0.1 0.0
H 0.0 0.0 0.0
H 0.0 0.0 0.1
Br -0.1 0.0 -0.1
C 0.0 0.0 -0.1
C -0.2 0.0 0.0
N 0.1 -0.1 0.0
C 0.0 0.1 0.0
C -0.1 0.0 0.0
C 0.1 0.0 0.0
C 0.0 -0.1 0.0
O -0.1 0.2 -0.3
O 0.2 0.2 0.1
H 0.0 0.0 0.0
H 0.0 0.0 0.0
H 0.0 0.0 0.0
O -0.2 -0.1 0.0
C 0.4 -0.1 -0.1
N -0.1 0.0 0.4
C -0.1 0.0 0.0
O 0.0 0.0 -0.1
C 0.0 -0.2 0.0
C 0.1 0.1 0.0
C -0.1 0.0 0.1
C 0.0 -0.1 0.1
C 0.1 0.1 0.1
C -0.2 0.0 0.0
H 0.0 0.0 0.0
H 0.0 0.0 0.0
H 0.0 0.0 0.0
H 0.0 0.0 0.0
O -0.1 0.0 -0.1
S 0.3 -0.3 -0.2
O -0.3 -0.2 -0.1
O -0.6 0.0 0.3
O 0.0 0.0 -0.1

Results
Total charge: -2
ΔE to the lowest compared entry with this formula, charge and spin (eV): 1.182
HOMO-LUMO gap (eV): 6.6

Mulliken population analysis, charges in e, atoms 1 to 6: 1.11, -2.13, -0.28, 2.28, -0.66, 0.56

Record 3
ORCA calculation (wB97M-V/def2-TZVPD) on a structure of composition C22H19Br2Cl3CuN2O4S in a non-equilibrium geometry.

CARTESIAN COORDINATES (ANGSTROEM)
Cu (1.509, -1.821, 1.404)
C (0.116, -4.698, 1.740)
O (-0.015, -3.407, 1.165)
C (-0.739, -3.288, 0.003)
C (-1.487, -4.315, -0.539)
C (-2.236, -4.057, -1.679)
Br (-3.318, -5.439, -2.407)
C (-2.233, -2.823, -2.282)
C (-1.476, -1.769, -1.752)
C (-0.710, -2.015, -0.609)
O (0.033, -1.079, 0.053)
C (-1.665, -0.497, -2.444)
N (-2.731, -0.331, -3.193)
C (-2.648, 0.922, -3.716)
C (-3.508, 1.593, -4.580)
C (-3.152, 2.866, -4.965)
C (-1.984, 3.476, -4.496)
C (-1.121, 2.827, -3.637)
C (-1.461, 1.539, -3.252)
N (-0.859, 0.611, -2.444)
H (-0.852, -5.063, 2.095)
H (0.799, -4.590, 2.580)
H (0.551, -5.406, 1.029)
H (-1.506, -5.293, -0.090)
H (-2.835, -2.611, -3.152)
H (0.489, -0.364, -0.489)
H (-4.407, 1.111, -4.931)
H (-3.784, 3.411, -5.650)
H (-1.751, 4.479, -4.825)
H (-0.217, 3.303, -3.290)
H (0.040, 0.739, -1.994)
Cl (1.365, 1.925, 7.359)
C (1.621, 1.252, 5.795)
C (0.551, 0.693, 5.106)
C (0.773, 0.174, 3.848)
Cl (-0.508, -0.596, 2.980)
C (2.032, 0.216, 3.202)
O (2.199, -0.148, 1.970)
C (3.092, 0.751, 3.975)
Cl (4.669, 0.767, 3.299)
C (2.893, 1.263, 5.241)
H (-0.434, 0.671, 5.544)
H (3.720, 1.676, 5.798)
Br (3.292, -3.238, 1.557)
C (3.046, 2.350, 0.534)
S (1.333, 1.764, 0.429)
C (0.622, 3.339, -0.203)
O (1.347, 0.900, -0.804)
H (3.347, 2.746, -0.430)
H (3.649, 1.482, 0.784)
H (3.127, 3.097, 1.315)
H (0.727, 4.089, 0.570)
H (-0.429, 3.171, -0.412)
H (1.128, 3.643, -1.112)

Force components x, y, z for each atom (eV/Å):
Cu -0.3 0.0 0.0
C 0.1 -0.5 0.3
O 0.2 0.6 -0.3
C -0.3 0.2 -0.4
C 0.1 0.1 0.1
C -0.1 0.0 -0.2
Br 0.1 0.1 0.1
C 0.0 -0.2 0.1
C 0.3 -0.6 0.5
C -0.2 -0.3 -0.1
O 0.2 -0.1 -0.1
C -0.4 0.6 -0.4
N -0.2 -0.5 0.2
C 0.7 0.5 0.2
C 0.1 0.0 0.1
C -0.2 0.0 -0.1
C 0.1 0.1 0.0
C 0.2 0.1 0.0
C -0.7 0.0 -0.4
N 0.0 -0.2 0.1
H 0.0 0.1 -0.1
H -0.1 0.0 -0.1
H 0.0 0.1 0.0
H 0.0 -0.1 0.1
H 0.0 -0.1 0.0
H 0.0 0.0 0.1
H -0.1 0.0 -0.1
H -0.1 0.1 0.0
H 0.0 0.0 0.0
H 0.1 0.1 0.0
H 0.0 0.0 0.0
Cl 0.0 0.1 0.3
C 0.0 -0.3 -0.5
C 0.2 0.1 0.2
C 0.6 0.1 -0.1
Cl -0.3 0.0 0.1
C -0.2 0.5 1.2
O 0.3 -1.0 -0.8
C -0.6 -0.1 -0.2
Cl 0.3 0.0 -0.1
C -0.2 0.1 0.1
H -0.1 0.0 0.0
H 0.1 0.0 0.0
Br 0.1 0.0 0.1
C -0.4 -0.4 0.0
S 0.2 2.3 0.0
C 0.2 -0.7 0.3
O 0.1 -0.8 -0.6
H -0.1 0.1 -0.2
H 0.0 0.0 0.1
H 0.0 0.1 0.1
H 0.0 0.2 0.2
H -0.2 -0.1 0.0
H 0.2 0.0 -0.1

Results
Expectation value of S²: 0.755
Multiplicity: 2
ΔE to the lowest compared entry with this formula, charge and spin (eV): 0.000
HOMO-LUMO gap (alpha / beta) (eV): 8.5 / 6.4

Mulliken population analysis, charges in e, atoms 1 to 6: -0.58, -1.08, 0.03, 1.10, -0.49, -0.50